[1]
Formula: C24H39BN12PtSb
Source: the OMol25 dataset
Level of theory: ωB97M-V with the def2-TZVPD basis set

As for the net charge: +2. Its spin multiplicity is 2. The electronic energy is -1978.9382 Eh. For the relative energy (zero: lowest compared OMol25 entry of this formula, charge and spin), the calculation gives 269.9 kJ/mol. As for the expectation value of S²: 1.020. The calculation puts the orbital gap (alpha / beta) at 6.675 / 5.619 eV.

Structure (XYZ):
```
78
Properties=species:S:1:pos:R:3:mulliken_spin:R:1
Pt -0.18573 -0.28809 -0.05861 0.15
C 3.65374 0.06037 0.55022 0.09
C 2.69456 1.15152 0.90746 -0.02
C 2.99805 2.40609 1.44970 0.01
C 1.78879 2.94445 1.82898 0.01
N 0.80830 2.07680 1.50766 0.00
N 1.36776 0.98521 0.91535 0.04
B -0.58164 1.84844 2.20026 0.00
N -1.75921 1.83646 1.17871 0.02
C -2.87353 2.58492 1.21175 0.01
C -3.79665 2.04296 0.34455 0.00
C -3.17852 0.91706 -0.20643 0.00
C -3.74421 -0.08333 -1.15732 0.01
N -1.94869 0.82082 0.30317 -0.12
N -0.48570 0.40047 2.77671 -0.01
C -0.28419 -0.06069 4.01950 0.00
C -0.04150 -1.41955 3.95675 0.00
C -0.08272 -1.74912 2.60135 -0.01
C 0.14648 -3.05362 1.91347 0.00
N -0.36808 -0.63539 1.91874 0.06
N -0.89043 2.84230 3.27772 0.00
C -1.86494 2.72113 4.22568 0.00
C -2.04088 3.94715 4.79702 0.00
C -1.13169 4.80136 4.12300 0.00
C -0.92365 6.26778 4.33563 0.00
N -0.45833 4.13718 3.20540 0.00
H 4.41099 0.40581 -0.15204 -0.01
H 3.14042 -0.81280 0.14489 -0.03
H 4.18106 -0.25944 1.45069 0.00
H 3.97950 2.82762 1.59779 0.00
H 1.54270 3.86823 2.32572 0.00
H -2.94159 3.45691 1.84473 0.00
H -4.79352 2.40288 0.15023 0.00
H -3.70113 0.27959 -2.18514 0.00
H -4.78999 -0.26706 -0.91632 0.00
H -3.20370 -1.02575 -1.08407 0.00
H -0.32397 0.59967 4.87089 0.00
H 0.13961 -2.08676 4.78344 0.00
H -0.25944 -3.87478 2.50126 0.00
H 1.21457 -3.23685 1.78132 0.00
H -0.32977 -3.06061 0.93351 -0.01
H -2.37462 1.78623 4.40473 0.00
H -2.70647 4.20714 5.60485 0.00
H -0.96164 6.51363 5.39577 0.00
H -1.71184 6.83950 3.84304 0.00
H 0.03343 6.58771 3.92887 0.00
C 5.18544 0.38545 -2.98036 0.01
C 4.04719 1.40170 -2.93853 0.08
Sb 2.12796 0.57256 -2.41454 0.53
C 0.78352 2.14946 -2.99516 0.05
C 1.00295 2.66781 -4.41531 0.03
C 2.03014 -1.13603 -3.71733 0.06
C 1.61157 -0.77389 -5.14269 0.02
H 6.10657 0.88904 -3.27535 0.00
H 5.00455 -0.40583 -3.70873 0.00
H 5.36738 -0.08045 -2.01338 0.00
H 3.86576 1.84289 -3.92138 0.01
H 4.23914 2.21134 -2.23339 0.00
H 0.97477 2.92432 -2.25060 -0.01
H -0.22284 1.77193 -2.83090 -0.01
H 2.01786 3.03189 -4.56980 0.00
H 0.33245 3.51191 -4.58636 0.01
H 0.78626 1.91589 -5.17119 0.00
H 1.35078 -1.84174 -3.24617 0.00
H 3.03515 -1.55741 -3.67956 0.00
H 0.58570 -0.40288 -5.18256 0.00
H 1.67185 -1.66274 -5.77437 0.01
H 2.26436 -0.02083 -5.58707 0.00
N -2.55695 -2.72676 -4.53275 0.00
C -2.54211 -1.42221 -4.82090 0.00
N -3.15821 -0.98484 -5.91220 0.00
N -1.92845 -0.52054 -4.06626 0.01
C -1.27973 -0.65806 -2.98588 0.00
N -0.64904 -0.70158 -2.00426 0.01
H -3.08330 -3.38464 -5.08365 0.00
H -2.11713 -3.06718 -3.69547 0.00
H -3.63035 -1.60563 -6.54709 0.00
H -3.15768 0.00106 -6.11286 0.00
```

***

[2]
Formula: C24H39Br2N4O11SSiTc
Source: the OMol25 dataset
Level of theory: ωB97M-V with the def2-TZVPD basis set

As for the net charge: +1. Its spin multiplicity is 4. The electronic energy is -7900.9807 Eh. For the relative energy (zero: lowest compared OMol25 entry of this formula, charge and spin), the calculation gives 1.2 kJ/mol. As for the expectation value of S²: 3.767. The calculation puts the orbital gap (alpha / beta) at 8.238 / 7.467 eV.

Structure (XYZ):
```
83
Properties=species:S:1:pos:R:3:mulliken_spin:R:1
Tc -0.47725 2.29055 -0.58020 2.59
O 0.32758 2.52914 3.33346 0.02
C 0.61326 2.53443 2.16484 -0.01
O -0.34975 2.76442 1.25819 0.09
C 2.01056 2.38688 1.67307 0.00
C 3.00043 2.38605 2.64805 0.00
C 4.32607 2.33723 2.28211 0.01
C 4.71299 2.31936 0.95725 -0.01
C 3.73331 2.33862 -0.00978 -0.02
C 2.35644 2.31994 0.30617 0.03
O 1.46426 2.17921 -0.65329 0.02
N 4.18906 2.35760 -1.40194 0.00
O 3.52228 2.97810 -2.21349 0.00
O 5.22583 1.79602 -1.65536 0.00
N 5.36438 2.32190 3.32664 0.00
O 4.98920 2.31254 4.47756 0.00
O 6.51726 2.29684 2.95749 0.00
H 2.72114 2.43102 3.69139 0.00
H 5.75833 2.29472 0.68434 0.00
Br -0.38047 2.14342 -3.23536 0.01
C 0.59788 3.82695 -3.17644 0.02
Br 0.03410 4.80311 -1.59765 0.01
H 0.33989 4.40678 -4.05344 0.00
H 1.64885 3.59219 -3.06768 -0.01
C -4.10204 0.07945 0.54532 -0.01
N -3.70356 1.16617 1.41275 0.00
C -3.93735 1.12344 2.86160 0.00
C -3.21463 2.38582 3.35520 0.00
N -3.05736 3.13453 2.10550 -0.01
C -3.21103 2.33511 1.05489 0.01
S -2.86815 2.83485 -0.57693 0.01
H -3.66431 -0.85066 0.90511 0.00
H -3.72613 0.27326 -0.45402 0.01
H -5.18948 -0.01130 0.52399 0.00
H -3.52164 0.20643 3.27601 0.00
H -5.01048 1.14589 3.06089 0.00
H -2.23373 2.16997 3.78213 0.00
H -3.80672 2.94989 4.07098 0.00
H -2.45050 3.93466 2.03517 0.00
C -2.53762 -0.93347 -3.05965 -0.01
C -2.48234 -2.17143 -2.17023 0.00
C -3.88254 -2.61867 -1.77523 0.00
C -1.74866 -3.30872 -2.86426 0.00
O -1.79681 -1.85428 -0.93447 -0.01
Si -0.37744 -1.10768 -0.68061 -0.06
O -0.76056 0.48837 -0.40504 0.37
O 0.38415 -1.67283 0.62297 0.00
C -0.03738 -2.06497 1.94518 -0.01
C -0.83429 -3.35715 1.84830 0.00
C -0.87524 -0.94808 2.55372 0.02
C 1.24329 -2.27049 2.73759 0.00
O 0.57120 -1.17056 -1.98481 -0.04
C 1.93054 -1.61982 -2.22107 -0.01
C 2.87505 -0.73675 -1.42477 0.01
C 2.15641 -1.43897 -3.71246 0.00
C 2.06677 -3.08080 -1.81775 0.00
H -3.15260 -1.12663 -3.93920 0.00
H -1.53454 -0.66709 -3.39959 0.00
H -2.97599 -0.09115 -2.51768 0.00
H -4.40894 -3.01798 -2.64215 0.00
H -4.47050 -1.79070 -1.37979 0.00
H -3.82171 -3.40222 -1.01974 0.00
H -2.27133 -3.58707 -3.78012 0.00
H -1.70416 -4.18303 -2.21401 0.00
H -0.73541 -3.00771 -3.12468 0.00
H -1.74377 -3.21151 1.26482 0.00
H -1.10618 -3.70529 2.84543 0.00
H -0.23767 -4.13198 1.36580 0.00
H -1.74477 -0.74313 1.92472 0.00
H -0.29244 -0.03133 2.64933 -0.02
H -1.22050 -1.23644 3.54820 0.00
H 1.84910 -3.05095 2.27703 0.00
H 1.01837 -2.56622 3.76244 0.00
H 1.82452 -1.34752 2.76203 0.00
H 2.71844 0.29928 -1.72375 0.00
H 3.91170 -1.00743 -1.62582 0.00
H 2.68951 -0.83576 -0.35358 0.00
H 2.03548 -0.38975 -3.98731 0.00
H 1.44182 -2.03521 -4.28109 0.00
H 3.16386 -1.75191 -3.98635 0.00
H 1.86234 -3.20530 -0.75483 0.00
H 3.08201 -3.42697 -2.01451 0.00
H 1.38037 -3.70716 -2.38756 0.00
```

***

[3]
Formula: C24H39Cl12F9O6
Source: the OMol25 dataset
Level of theory: ωB97M-V with the def2-TZVPD basis set

Its SMILES is CCOC(=O)C(F)(F)F.CCOC(=O)C(F)(F)F.CCOC(=O)C(F)(F)F.ClCCCl.ClCCCl.ClCCCl.ClCCCl.ClCCCl.ClCCCl. Its spin multiplicity is 1. The electronic energy is -7810.5102 Eh. For the relative energy (zero: lowest compared OMol25 entry of this formula, charge and spin), the calculation gives 14.4 kJ/mol. The calculation puts the orbital gap at 10.622 eV.

Structure (XYZ):
```
90
Properties=species:S:1:pos:R:3:lowdin_charge:R:1
C -3.04795 0.13508 -2.93826 -0.06
C -3.02819 1.30336 -2.00471 -0.24
O -4.31606 1.72942 -1.57748 0.05
C -4.72969 1.40492 -0.37454 -0.43
O -4.23822 0.60941 0.34871 0.15
C -6.01483 2.19644 -0.06239 -0.51
F -7.09029 1.39529 -0.25599 0.16
F -5.98266 2.55477 1.24947 0.13
F -6.13286 3.30421 -0.77804 0.18
H -2.11399 -0.10961 -3.42981 0.08
H -3.78422 0.34384 -3.72668 0.09
H -3.46716 -0.75682 -2.46408 0.02
H -2.53223 2.17959 -2.43363 0.12
H -2.34607 1.14400 -1.16315 0.06
C 0.81426 -0.72238 5.60769 -0.06
C 1.56808 -1.54195 4.58064 -0.18
O 2.93273 -1.06255 4.60278 0.04
C 3.70395 -1.32053 3.57640 -0.43
O 3.41032 -1.95249 2.62688 0.17
C 5.16280 -0.85189 3.77264 -0.53
F 5.95820 -1.92927 3.72830 0.17
F 5.53115 -0.02572 2.78328 0.16
F 5.35363 -0.24389 4.95260 0.16
H -0.17118 -1.15697 5.78000 0.08
H 0.66153 0.29531 5.24347 0.07
H 1.35847 -0.65177 6.54656 0.08
H 1.11258 -1.46637 3.59715 0.09
H 1.61799 -2.59200 4.87130 0.14
C 4.52920 2.08748 -4.47206 -0.08
C 5.30715 1.08900 -3.65617 -0.20
O 4.50596 0.59738 -2.58410 0.05
C 4.72005 -0.64680 -2.21431 -0.40
O 5.28046 -1.48466 -2.83739 0.18
C 3.99331 -1.04914 -0.92182 -0.55
F 4.87829 -1.64029 -0.11856 0.17
F 3.46948 0.00123 -0.27242 0.13
F 3.02979 -1.92669 -1.18610 0.15
H 5.12057 2.35615 -5.34999 0.09
H 4.36338 3.02383 -3.93649 0.06
H 3.57573 1.69227 -4.82350 0.04
H 6.19920 1.59649 -3.28356 0.13
H 5.64726 0.26664 -4.28054 0.12
Cl 3.32260 -6.36751 -2.59590 0.54
C 2.14886 -5.03112 -2.75346 -0.65
C 1.22311 -4.98110 -1.56026 -0.68
Cl 0.06733 -6.34831 -1.62334 0.57
H 1.58253 -5.19866 -3.66288 0.06
H 2.73294 -4.11642 -2.80723 0.06
H 0.62439 -4.07614 -1.58610 0.04
H 1.81155 -5.02564 -0.64942 0.06
Cl -2.24731 0.50065 3.58959 0.58
C -3.78873 1.40848 3.67654 -0.64
C -4.95497 0.47909 3.78049 -0.65
Cl -4.97298 -0.41070 5.34077 0.53
H -3.84131 1.98043 2.75419 0.01
H -3.69895 2.09164 4.51565 0.07
H -4.91358 -0.29150 3.01704 0.06
H -5.90672 0.99819 3.71237 0.07
Cl -1.11933 4.92776 -1.37146 0.60
C -0.79477 5.28755 0.34614 -0.63
C -1.79634 4.61830 1.26614 -0.60
Cl -1.78935 2.82577 1.13922 0.64
H -0.92805 6.36712 0.40465 0.07
H 0.23041 5.06259 0.62414 0.06
H -2.81072 4.96209 1.08730 0.07
H -1.54600 4.83355 2.30384 0.08
Cl -3.13884 -2.73936 -0.71820 0.61
C -3.46680 -4.39145 -0.11162 -0.62
C -3.25994 -5.43387 -1.17908 -0.69
Cl -4.68609 -5.60183 -2.23460 0.54
H -4.47023 -4.40616 0.30048 0.07
H -2.72754 -4.50885 0.67913 0.06
H -3.07828 -6.42017 -0.76190 0.07
H -2.41877 -5.15689 -1.80430 0.01
Cl 0.33676 0.25540 -0.91218 0.60
C 0.29823 -0.06317 0.84649 -0.63
C -0.49678 -1.29315 1.19068 -0.69
Cl 0.35471 -2.83713 0.94401 0.62
H -0.26000 0.74165 1.32726 -0.01
H 1.31126 -0.03960 1.23566 0.06
H -1.48502 -1.31281 0.74375 0.01
H -0.68710 -1.26230 2.26626 0.01
Cl 1.12570 2.64657 -4.52575 0.58
C 1.49720 4.14931 -3.62938 -0.65
C 2.06567 3.80569 -2.27512 -0.67
Cl 2.63205 5.29576 -1.44492 0.55
H 0.59908 4.73351 -3.47719 0.02
H 2.23434 4.65265 -4.24398 0.06
H 2.93406 3.15437 -2.28172 0.04
H 1.34177 3.36138 -1.60383 0.03
```